DFT (ωB97M-V/def2-TZVPD) results for C20H25N5O3 in the gas phase in a non-equilibrium geometry.

Last column: Mulliken charge in e.
Positions of all 53 atoms, in Å:
C  3.51  3.26  -1.33  -0.84
O  2.70  2.38  -0.58  -0.16
C  3.33  1.15  -0.31  -0.57
C  2.36  0.25  0.45  -1.06
N  1.23  -0.11  -0.37  0.31
C  0.03  0.50  -0.44  0.35
C  -0.33  1.68  0.38  -1.32
N  -0.21  1.38  1.80  0.37
C  -0.24  2.60  2.60  -0.72
C  -0.88  2.39  3.97  -1.11
C  -2.29  1.93  3.74  0.75
C  -3.41  2.50  4.32  -0.86
C  -4.67  2.04  3.99  -0.57
C  -4.82  1.03  3.05  -0.60
C  -3.70  0.46  2.46  -0.81
C  -2.44  0.91  2.80  0.93
C  -1.16  0.35  2.24  -1.14
N  -0.77  -0.07  -1.33  -0.81
C  -0.05  -1.09  -1.86  1.29
C  1.21  -1.14  -1.29  -0.24
C  2.18  -2.11  -1.66  0.32
O  3.31  -2.23  -1.21  -0.69
N  1.68  -2.97  -2.65  -0.04
C  2.56  -4.02  -3.13  -1.19
C  0.43  -2.94  -3.24  0.69
O  0.12  -3.75  -4.09  -0.67
N  -0.45  -1.97  -2.82  0.00
C  -1.77  -1.88  -3.39  -1.09
H  3.76  2.83  -2.30  0.33
H  4.43  3.49  -0.79  0.31
H  2.93  4.17  -1.47  0.23
H  3.62  0.66  -1.25  0.45
H  4.23  1.30  0.29  0.43
H  1.98  0.77  1.33  0.31
H  2.88  -0.67  0.73  0.49
H  0.37  2.48  0.15  0.71
H  -1.35  2.00  0.09  0.30
H  0.80  2.95  2.71  0.26
H  -0.81  3.39  2.09  0.42
H  -0.85  3.32  4.54  0.44
H  -0.32  1.63  4.53  0.32
H  -3.29  3.30  5.04  0.40
H  -5.54  2.48  4.45  0.39
H  -5.80  0.68  2.79  0.39
H  -3.81  -0.32  1.72  0.43
H  -0.66  -0.24  3.01  0.27
H  -1.37  -0.31  1.39  0.52
H  3.51  -3.93  -2.60  0.38
H  2.11  -4.99  -2.94  0.33
H  2.72  -3.91  -4.20  0.33
H  -2.52  -2.08  -2.62  0.31
H  -1.94  -0.88  -3.78  0.33
H  -1.84  -2.62  -4.18  0.40

Calculated values
Orbital gap in eV: 8.868
SMILES: COCCn1c(CN2CCc3ccccc3C2)nc2c1c(=O)n(C)c(=O)n2C
E_tot in Eh: -1276.68164
Energy above the lowest of the compared OMol25 structures with the same formula, charge and spin in eV: 1.3009
E_HOMO in eV: -8.204

DFT (ωB97M-V/def2-TZVPD) results for 2 unconnected molecules or ions with the total composition C4H6N2O2 in a non-equilibrium geometry.

Last column: Mulliken charge in e.
Positions of all 14 atoms, in Å:
C  0.18  0.08  -0.65  0.43
C  0.32  -0.92  0.25  0.99
C  0.49  -0.44  1.47  -1.37
C  0.19  1.16  0.11  -0.08
H  -1.43  -0.46  -1.86  0.28
H  0.14  -0.67  -2.60  0.32
H  -0.50  -3.00  0.79  0.37
H  0.58  -0.78  2.46  0.43
H  0.65  1.65  2.01  0.18
H  -0.62  2.27  -1.05  0.35
N  -0.48  0.00  -1.97  -0.66
N  0.47  0.92  1.36  0.04
O  0.10  -2.25  -0.11  -0.68
O  -0.09  2.43  -0.22  -0.58

Calculated values
Orbital gap in eV: 7.623
E_tot in Eh: -415.89408
Energy above the lowest of the compared OMol25 structures with the same formula, charge and spin in eV: 3.9876
E_HOMO in eV: -7.521

DFT (ωB97M-V/def2-TZVPD) results for a molecular structure, C49H45N3O3P2Zn.

Last column: Mulliken charge in e.
Positions of all 103 atoms, in Å:
Zn  -1.28  0.86  1.30  2.46
O  0.30  1.58  2.22  -0.92
C  0.68  1.30  3.44  0.01
C  1.94  1.78  3.87  -0.70
C  2.45  1.49  5.12  -0.50
C  1.72  0.73  6.03  -0.90
C  0.47  0.28  5.65  -0.85
C  -0.08  0.54  4.39  1.03
C  -1.44  0.07  4.16  -0.58
N  -2.04  0.17  3.05  0.76
N  -3.35  -0.25  2.95  -1.01
C  -3.89  0.25  1.86  -0.03
O  -3.32  1.05  1.03  -0.64
C  -5.30  -0.15  1.55  0.50
C  -5.92  0.37  0.43  -0.32
C  -7.21  -0.02  0.10  -0.75
C  -7.88  -0.94  0.89  -0.40
C  -7.26  -1.46  2.02  -0.72
C  -5.97  -1.07  2.35  -0.10
H  2.50  2.38  3.17  0.36
H  3.42  1.87  5.40  0.43
H  2.11  0.50  7.01  0.40
H  -0.13  -0.29  6.35  0.37
H  -1.97  -0.36  5.01  0.37
H  -5.38  1.07  -0.19  0.40
H  -7.69  0.39  -0.78  0.41
H  -8.89  -1.25  0.64  0.41
H  -7.78  -2.18  2.64  0.39
H  -5.47  -1.47  3.22  0.46
C  1.76  0.64  -0.90  0.22
N  1.41  -0.70  -1.34  1.55
C  0.03  -0.94  -1.64  -1.91
P  -0.91  -1.10  -0.04  1.64
C  -2.50  -1.83  -0.50  0.16
C  -3.16  -1.33  -1.62  -0.54
C  -4.43  -1.81  -1.95  -0.92
C  -5.04  -2.76  -1.14  -0.47
C  -4.39  -3.24  -0.01  -0.85
C  -3.12  -2.77  0.31  -0.36
C  0.04  -2.38  0.81  -0.08
C  0.18  -3.66  0.29  -0.42
C  1.03  -4.57  0.89  -0.84
C  1.75  -4.20  2.02  -0.66
C  1.62  -2.93  2.54  -0.68
C  0.77  -2.01  1.94  -0.08
C  2.40  -1.67  -1.56  0.99
C  2.35  -2.53  -2.65  -0.54
C  3.32  -3.50  -2.83  -1.08
C  4.37  -3.62  -1.93  -0.56
C  4.42  -2.77  -0.83  -1.14
C  3.44  -1.81  -0.64  -0.23
P  1.73  1.87  -2.33  -0.10
C  2.74  3.19  -1.54  0.21
C  3.67  3.93  -2.28  -0.57
C  4.39  4.95  -1.68  -0.63
C  4.19  5.24  -0.33  -0.55
C  3.26  4.52  0.40  -0.71
C  2.53  3.51  -0.20  0.00
C  2.96  1.02  -3.39  0.35
C  4.25  0.71  -2.95  -0.25
C  5.10  -0.04  -3.74  -0.70
C  4.68  -0.49  -4.99  -0.51
C  3.41  -0.17  -5.44  -0.63
C  2.55  0.58  -4.64  -0.31
H  2.76  0.66  -0.48  0.90
H  1.08  0.98  -0.12  -1.58
H  -0.10  -1.88  -2.19  0.61
H  -0.39  -0.12  -2.23  0.70
H  -2.71  -0.57  -2.24  0.28
H  -4.94  -1.42  -2.82  0.43
H  -6.03  -3.11  -1.38  0.40
H  -4.87  -3.96  0.63  0.40
H  -2.62  -3.13  1.20  0.42
H  -0.38  -3.95  -0.60  0.46
H  1.13  -5.57  0.48  0.45
H  2.42  -4.92  2.49  0.40
H  2.19  -2.64  3.42  0.52
H  0.69  -1.01  2.34  -0.14
H  1.56  -2.41  -3.39  0.44
H  3.27  -4.15  -3.69  0.43
H  5.13  -4.38  -2.07  0.45
H  5.22  -2.87  -0.11  0.46
H  3.46  -1.18  0.24  0.48
H  3.84  3.69  -3.32  0.44
H  5.11  5.51  -2.26  0.41
H  4.76  6.04  0.14  0.38
H  3.10  4.75  1.45  0.48
H  1.79  2.97  0.38  0.38
H  4.59  1.06  -1.98  0.42
H  6.09  -0.29  -3.38  0.41
H  5.34  -1.08  -5.60  0.39
H  3.07  -0.51  -6.41  0.42
H  1.56  0.82  -4.99  0.38
C  -2.20  3.88  -1.73  -1.59
C  -1.72  3.29  -0.44  1.10
C  -1.96  4.04  0.83  -1.11
O  -1.18  2.19  -0.45  -0.06
H  -2.16  4.97  -1.72  0.43
H  -3.25  3.59  -1.84  0.33
H  -1.64  3.47  -2.56  0.28
H  -1.67  5.08  0.71  0.53
H  -1.41  3.59  1.66  0.03
H  -3.03  4.01  1.05  0.27

Calculated values
Orbital gap in eV: 7.677
E_tot in Eh: -4746.33102
Energy above the lowest of the compared OMol25 structures with the same formula, charge and spin in eV: 0.1718
E_HOMO in eV: -7.199

DFT (ωB97M-V/def2-TZVPD) results for a molecular structure, C10H26AsF6O11 in a non-equilibrium geometry.

Last column: Mulliken charge in e.
Positions of all 54 atoms, in Å:
As  -0.31  0.23  -0.44  2.15
F  -0.43  -0.24  -2.10  -0.55
F  0.77  1.53  -0.76  -0.50
F  -0.34  0.65  1.28  -0.66
F  -1.42  -1.05  -0.01  -0.55
F  0.99  -0.85  -0.12  -0.55
F  -1.66  1.28  -0.69  -0.51
O  -2.70  3.80  -2.21  -0.67
H  -3.17  2.98  -2.04  0.31
H  -1.76  3.54  -2.18  0.40
O  -0.08  3.22  -3.02  -0.67
H  -0.39  2.67  -3.75  0.34
H  0.62  2.70  -2.61  0.27
O  -0.11  -1.47  -4.55  -0.65
H  -0.04  -1.16  -3.64  0.43
H  0.35  -2.31  -4.56  0.31
C  5.46  1.08  -0.72  -1.42
C  5.05  0.36  -1.97  0.58
C  3.89  -0.62  -1.83  -0.28
O  3.00  -0.24  -2.89  -0.25
C  3.46  0.85  -3.55  0.66
O  2.93  1.32  -4.49  -0.54
O  4.58  1.31  -2.95  -0.39
H  6.15  1.90  -0.91  0.35
H  5.92  0.37  -0.03  0.37
H  4.58  1.50  -0.23  0.34
H  5.89  -0.16  -2.45  0.21
H  3.32  -0.49  -0.91  0.15
H  4.15  -1.67  -1.95  0.24
C  -4.44  -0.88  3.49  -1.33
C  -3.19  -1.73  3.53  0.57
C  -1.87  -0.96  3.31  -0.07
O  -1.03  -1.54  4.36  -0.34
C  -1.71  -2.41  5.11  0.60
O  -1.27  -3.13  5.94  -0.59
O  -3.04  -2.32  4.82  -0.39
H  -4.83  -0.92  2.47  0.33
H  -4.21  0.14  3.79  0.35
H  -5.22  -1.30  4.12  0.36
H  -3.23  -2.54  2.81  0.31
H  -1.93  0.08  3.61  0.28
H  -1.44  -1.15  2.34  -0.13
C  1.32  1.41  4.38  -0.57
O  1.61  0.88  3.11  -0.43
H  2.26  1.71  4.86  0.25
H  0.77  2.35  4.30  0.29
H  0.79  0.69  5.01  0.18
H  0.82  0.98  2.56  0.39
C  -3.22  -1.83  -2.59  -0.42
O  -3.45  -1.63  -3.98  -0.57
H  -2.31  -2.37  -2.33  0.22
H  -3.21  -0.83  -2.14  0.14
H  -4.08  -2.37  -2.20  0.32
H  -2.60  -1.39  -4.39  0.32

Calculated values
Orbital gap in eV: 10.105
E_tot in Eh: -4059.50560
E_HOMO in eV: -7.553
Total charge: -1

- Which of these has the highest E_HOMO?
  C49H45N3O3P2Zn

- Number 2 is which compound?
  C4H6N2O2

- The lowest E_HOMO belongs to which entry?
  C20H25N5O3

- Among the records above, which one has the highest orbital gap?
  C10H26AsF6O11